This record from OMol25 describes a structure of composition C31H49ClFOsP at a distorted geometry. The level of theory is ωB97M-V/def2-TZVPD.

```
84
Properties=species:S:1:pos:R:3:lowdin_charge:R:1
C 0.183 -1.595 -0.024 -0.4306
H 0.262 -1.944 -1.105 0.0004
H -2.459 -0.852 -5.670 0.1150
Os 1.203 -0.063 0.274 1.0273
H 5.802 0.732 -3.029 0.1094
H 2.622 -0.727 2.252 0.0785
F 0.610 -0.201 6.283 0.0300
H 1.905 1.535 -4.656 0.0984
H 1.177 -1.729 -4.044 0.0978
H -1.577 -0.721 -3.170 0.0938
C 1.760 -0.527 4.233 0.0002
C -0.822 -2.216 -6.033 -0.2035
H 4.754 -0.657 -1.161 0.1192
H 2.542 -0.327 -0.667 -0.0398
C -0.533 0.324 4.282 0.0009
C -1.876 -2.763 1.979 -0.2109
P 0.179 0.536 -2.024 1.0606
H -1.429 0.745 2.381 0.0882
C 0.620 -0.132 4.913 -0.2602
C -0.796 4.516 -3.474 -0.1831
C -2.965 3.435 -2.669 -0.2007
H -1.358 -0.321 -6.951 0.1131
H 0.973 3.293 -3.227 0.1029
H -0.875 -4.516 1.181 0.1080
C 0.464 -2.806 0.870 -0.2437
H -0.162 -3.872 2.624 0.1068
H 4.048 2.219 -3.733 0.1178
C -0.666 0.106 -4.939 -0.2030
H 2.322 -0.192 -4.499 0.0993
H -2.763 5.435 -3.389 0.1072
C -0.737 2.208 -2.408 -0.4133
C -0.552 -0.545 -3.538 -0.3518
C -0.535 0.393 2.869 -0.0981
C 3.957 1.173 -4.054 -0.1863
C 1.750 -0.444 2.827 -0.1594
H 2.240 1.802 -2.185 0.0526
H -1.410 0.610 4.821 0.1093
H -0.542 5.040 -2.541 0.1160
H 2.594 -1.246 -2.241 0.1222
C -2.496 -0.481 -0.367 -0.0941
H -2.595 4.174 -4.631 0.1125
C -0.684 -3.564 1.706 -0.2092
H -2.937 3.791 -1.629 0.1197
H 0.345 0.316 -5.321 0.0947
H -3.068 -3.585 0.333 0.1067
C -2.236 2.094 -2.726 -0.2233
H -3.680 -2.026 1.037 0.0972
H 0.002 -3.765 -4.755 0.1118
C 2.468 0.805 -4.056 -0.1951
H -2.741 0.343 -1.060 0.0218
H -0.387 5.109 -4.304 0.1097
H 0.232 -2.395 -2.723 0.0711
H -2.762 1.535 -1.964 0.0598
C 4.806 0.300 -3.121 -0.1938
H -1.187 1.071 -4.915 0.0739
H 0.126 -2.195 -6.589 0.1121
H 1.286 -2.483 1.541 0.0580
H -2.485 -3.372 2.649 0.1030
C -0.092 3.141 -3.446 -0.2036
H -1.864 -2.383 -1.506 0.1662
H -1.703 -1.847 2.587 0.1025
H -1.798 0.005 0.416 0.0836
C -2.409 -1.747 -0.565 -0.2132
H -4.025 3.264 -2.911 0.1159
C 0.614 0.033 2.149 -0.4211
H 4.938 -0.688 -3.575 0.1155
C 1.982 0.807 -2.589 -0.4752
H 4.347 1.116 -5.077 0.1121
H -2.401 1.595 -3.694 0.1043
H -0.638 2.689 -1.423 0.0510
H -1.547 -3.114 -4.207 0.1118
Cl 1.385 2.244 0.149 0.0778
C 2.749 -0.250 -1.807 -0.3137
H 2.619 -0.905 4.759 0.1122
C -2.789 -2.576 0.688 -0.1659
H 4.312 1.038 -1.137 0.1206
C -2.328 4.452 -3.603 -0.2055
H -0.156 2.683 -4.445 0.0965
C -0.580 -2.839 -4.652 -0.1904
C -1.397 -0.795 -5.956 -0.1864
H 0.971 -3.618 0.283 0.1014
C 4.223 0.117 -1.730 -0.1980
C 0.150 -1.893 -3.686 -0.2319
H -1.510 -2.851 -6.603 0.1068
```

Properties
HOMO (alpha / beta) = -6.2 / -7.8 eV
HOMO-LUMO gap (alpha / beta) = 6.57 / 6.73 eV
multiplicity = 5
LUMO (alpha / beta) = 0.3 / -1.1 eV

---

This record from OMol25 describes a structure of composition C31H49FKN13O3 at a distorted geometry. The level of theory is ωB97M-V/def2-TZVPD.

```
98
Properties=species:S:1:pos:R:3:lowdin_charge:R:1
H 2.784 -2.409 -4.474 0.1113
C -3.507 -2.236 2.607 -0.1778
N -1.450 -4.686 0.815 0.0685
F 0.651 5.103 -2.029 0.0655
O 3.029 -2.055 1.605 -0.0048
N -1.168 0.427 -0.952 0.0792
H -0.190 6.751 2.347 0.1785
O 2.015 0.426 -1.800 -0.0026
C -4.118 -4.379 1.578 -0.1800
N -2.012 2.643 -0.274 0.0424
H -3.180 -6.226 2.127 0.1188
H 1.991 -6.456 -1.597 0.1090
H -3.951 -1.578 1.844 0.1275
C 1.782 7.229 0.811 -0.1187
H -4.635 -3.960 0.699 0.1210
N -2.670 4.692 -1.493 0.0624
C 0.439 -5.395 -2.586 -0.2053
H 0.513 -3.545 -5.113 0.1150
N 0.121 -4.062 -3.106 -0.1668
H 1.909 -5.388 0.353 0.0827
H 1.672 8.124 2.836 0.1283
C 1.668 -5.416 -1.687 -0.2370
C -1.804 -3.501 1.419 -0.3923
H -1.070 5.856 -0.267 0.0838
C -1.570 1.504 -0.748 -0.3691
H 3.484 0.000 2.405 0.1418
N -0.255 7.743 2.089 0.0340
N -3.061 -3.488 2.025 -0.0554
N 1.046 -1.179 -4.201 0.0109
C -1.293 -3.907 -3.488 -0.1921
C -2.329 -1.545 3.261 -0.1738
H -0.521 -4.680 0.392 0.0774
H 2.715 6.813 1.180 0.1280
C 1.359 3.002 -1.280 0.0795
H -0.888 8.759 0.374 0.1290
H -0.722 8.271 2.819 0.1791
H 2.032 1.397 4.373 0.0826
H 4.294 1.885 3.416 0.1230
H 1.146 2.563 -2.247 0.1453
H -0.409 -5.733 -1.988 0.0981
C 1.942 2.210 -0.298 -0.0485
H 1.356 -0.395 -3.634 0.0368
C 1.307 4.855 0.249 -0.1506
H -3.217 -2.701 -1.644 0.0667
H 1.136 9.216 1.544 0.1272
N -2.254 -2.412 -1.762 -0.0317
H -2.205 -1.443 -1.449 -0.0014
H 1.775 -4.478 -4.330 0.1102
H 1.996 7.787 -0.107 0.1332
H 2.130 -2.345 -2.851 0.0635
N 0.826 6.162 0.583 -0.1212
H -2.053 7.573 0.988 0.1355
K 0.346 -1.760 -1.165 0.7462
H -1.877 -4.637 -2.924 0.1001
C 2.365 2.425 4.214 -0.0667
C 1.106 4.317 -1.025 -0.2017
H 3.785 3.492 2.964 0.1094
H -1.964 -6.508 -0.013 0.1155
H -2.640 -0.596 3.706 0.1083
C -2.352 3.685 -0.998 -0.4431
C 2.789 -1.551 0.501 -0.6529
C -0.364 6.665 -0.106 -0.1274
H 1.486 3.016 3.948 0.0668
H -2.686 -2.308 -3.866 0.1070
H -4.293 -2.468 3.329 0.1147
C 2.300 2.757 0.931 -0.1225
C -1.002 7.757 0.781 -0.0576
H 1.728 -3.920 -0.268 0.0248
C -1.265 -1.332 2.201 -0.2381
H -1.432 -4.141 -4.553 0.1118
C -3.572 -5.747 1.226 -0.1702
H -4.859 -4.442 2.377 0.1155
C 1.170 8.181 1.873 -0.0721
C -1.855 -2.518 -3.185 -0.2645
O 2.568 -2.143 -0.598 -0.2027
C 2.215 0.797 -0.646 -0.3231
N 1.386 -4.880 -0.349 0.0229
C 3.427 2.475 3.125 -0.2015
H -2.849 -5.147 -0.704 0.0974
C 3.097 0.607 1.596 0.0286
C 2.693 -0.010 0.459 -0.0166
N -0.959 -2.536 1.441 0.0689
H -0.338 -0.967 2.651 0.1035
H -0.135 7.095 -1.080 0.1269
N 2.963 1.946 1.846 -0.0392
H -1.942 -2.186 4.058 0.1166
H -4.365 -6.374 0.813 0.1117
C -2.443 -5.559 0.233 -0.2170
H 1.130 -0.902 -5.169 0.0714
H 2.492 -4.874 -2.167 0.1096
H 2.762 2.801 5.159 0.0756
H -1.600 -0.548 1.510 0.0891
H 0.571 -6.116 -3.410 0.1175
H 2.065 4.499 2.204 0.1056
C 1.849 -2.378 -3.904 -0.2560
H -1.078 -1.780 -3.400 0.0660
C 1.924 4.079 1.216 0.0560
C 1.065 -3.660 -4.172 -0.1815
```

Properties
HOMO = -7.0 eV
ΔE to the lowest compared entry with this formula, charge and spin = 149.14 kJ/mol
HOMO-LUMO gap = 5.85 eV
multiplicity = 1
LUMO = -1.1 eV

---

> The highest multiplicity belongs to which entry?

C31H49ClFOsP

---

> Among the records above, which one has the lowest multiplicity?

C31H49FKN13O3

---

> Which value of multiplicity does entry 1 give?

5

---

> Among the records above, which one has the lowest multiplicity?

C31H49FKN13O3